C16H24N5O3ReS2 | the ωB97M-V functional and the def2-TZVPD basis

```
51
Properties=species:S:1:pos:R:3:forces:R:3
Re -0.045583 -0.307267 0.810547 0.119 0.059 0.026
C 2.412580 -4.299869 3.016206 0.001 -0.002 -0.008
S 3.289559 -2.719377 3.055017 0.018 0.000 0.014
C 2.124898 -1.581791 2.539322 -0.065 -0.018 0.002
S 0.449006 -2.085582 2.018692 0.032 0.020 -0.018
N 2.425848 -0.326368 2.524392 0.027 -0.005 -0.025
N 1.343037 0.443894 2.151585 -0.038 -0.036 -0.015
C 1.095960 1.518290 2.809415 -0.015 -0.003 0.004
C -0.232795 2.066162 2.574639 0.004 0.001 -0.009
C -0.739406 3.183084 3.200428 0.010 0.002 0.003
C -2.075014 3.523417 2.992323 -0.001 -0.001 -0.001
C -2.859877 2.727559 2.172358 -0.003 0.000 -0.003
C -2.292359 1.621971 1.566192 0.001 0.012 0.013
N -1.003501 1.292645 1.754325 -0.035 -0.041 -0.045
H 3.156670 -5.016140 3.361932 -0.003 -0.001 0.004
H 1.578313 -4.304079 3.712542 0.000 -0.005 -0.001
H 2.108792 -4.570608 2.008890 0.000 0.002 -0.001
H 1.770660 1.883265 3.576164 0.000 -0.005 0.002
H -0.107451 3.767805 3.855751 -0.001 0.000 0.000
H -2.496213 4.393214 3.479819 -0.001 0.001 -0.002
H -3.905041 2.948668 2.007391 0.000 0.003 0.003
H -2.875662 0.964805 0.934884 0.003 -0.001 0.001
C 4.003493 -0.731750 -1.363631 0.018 -0.004 -0.017
N 3.055488 0.322397 -1.786103 -0.094 -0.035 -0.050
C 3.492956 1.286142 -2.812401 0.055 0.024 0.039
C 1.865582 0.344468 -1.286356 0.043 0.019 0.008
O 1.507512 -0.543706 -0.416979 -0.083 0.057 0.063
C 0.825658 1.379996 -1.665869 0.017 -0.048 -0.048
O -0.397973 0.973013 -1.039599 0.019 0.110 -0.009
C -1.482779 0.595581 -1.909958 -0.037 -0.109 -0.011
C -2.132971 -0.646434 -1.318990 0.038 0.044 0.005
O -1.608392 -1.133175 -0.256196 -0.020 -0.063 0.035
N -3.161220 -1.196974 -1.887456 -0.001 0.012 -0.007
C -3.779921 -2.421413 -1.347591 0.000 -0.007 0.001
C -3.769538 -0.695506 -3.128866 -0.007 -0.001 0.000
H 4.889471 -0.656835 -1.984931 0.000 0.008 -0.001
H 3.548626 -1.710751 -1.492295 -0.004 0.003 0.002
H 4.269745 -0.582039 -0.318617 0.005 0.000 -0.001
H 4.544926 1.501205 -2.647360 0.007 0.000 0.010
H 2.943895 2.220480 -2.728502 -0.017 -0.012 -0.027
H 3.367747 0.856539 -3.805910 0.005 -0.015 0.012
H 0.707709 1.439725 -2.747839 -0.013 0.019 0.008
H 1.098064 2.368285 -1.291393 0.000 -0.006 0.022
H -1.104039 0.371450 -2.908706 0.012 0.015 0.005
H -2.185008 1.427261 -1.976143 0.004 0.005 0.016
H -3.166181 -2.836794 -0.557992 0.000 0.001 0.001
H -3.877262 -3.137797 -2.160917 0.001 0.000 0.000
H -4.770567 -2.176637 -0.967371 0.000 0.002 -0.001
H -3.429432 0.306108 -3.372802 0.001 -0.001 -0.001
H -4.849175 -0.671915 -2.996150 0.000 0.000 0.001
H -3.528821 -1.374624 -3.945902 0.000 0.000 0.001
```
Forces are in eV/Å.

Output
total charge: +3
spin multiplicity: 2
energy: -54349.021 eV
frontier orbital gap (spin up / spin down): 6.2 / 5.8 eV